198
Properties=species:S:1:pos:R:3:forces:R:3:lowdin_charge:R:1 method="wB97M-V/def2-TZVPD" total_charge=-1 total_energy_ha=-5128.76275 gap_ev=5.7 multiplicity=1
C -0.1169 -0.2627 1.1833 -2.33 -1.50 4.17 -0.51
O -1.1812 -0.1952 0.2198 0.98 0.23 -1.47 -0.11
O -0.3929 -1.3342 2.0235 1.76 1.55 -1.97 -0.27
C 1.3120 -0.0809 0.6379 -0.11 -1.50 -0.08 -0.55
F 1.7906 -1.3045 0.2569 0.28 0.96 -0.37 0.09
F 1.3568 0.7885 -0.3744 -0.20 -0.02 -1.46 0.11
F 2.2368 0.4605 1.4661 -0.40 -0.63 0.89 0.10
C -1.6275 1.0846 -0.1754 -1.12 -0.84 -0.05 -0.28
C -2.8562 0.7998 -1.0981 1.08 1.19 0.28 -0.07
H -3.6846 0.3887 -0.5211 0.16 -0.16 -0.12 0.06
H -3.1620 1.7500 -1.5359 -0.31 0.16 0.02 0.05
H -2.5849 0.1719 -1.9467 0.03 -0.29 0.26 0.06
H -0.8815 1.7612 -0.5923 0.27 -0.39 -0.70 0.10
H -1.9448 1.6465 0.7031 -0.41 0.02 0.42 0.10
H -0.2730 0.6301 1.7888 0.25 1.12 0.18 0.11
C 15.1767 2.4394 2.9392 0.48 -1.76 0.71 -0.08
O 15.0536 2.1194 4.3551 -1.46 0.57 -0.48 -0.18
C 13.6939 2.3290 4.8161 0.10 0.23 1.02 -0.20
C 12.5787 1.3798 4.4428 1.13 0.49 -2.20 -0.20
O 12.1111 1.7802 3.1522 -1.41 -0.61 0.77 -0.16
C 11.2515 0.7456 2.6494 2.12 0.81 -0.96 -0.20
C 10.6006 1.1983 1.3755 -1.45 -0.30 0.79 -0.22
O 9.6085 2.1705 1.7259 -1.18 -0.31 -1.48 -0.18
C 8.5466 2.2495 0.7078 0.94 -0.05 0.53 -0.08
H 15.1463 3.4881 2.6436 -0.52 0.11 0.44 0.09
H 14.4658 1.7870 2.4321 -0.21 0.62 -0.43 0.08
H 16.1564 2.0604 2.6486 0.15 0.11 0.13 0.08
H 13.3786 3.3457 4.5819 -0.02 0.13 -0.11 0.13
H 13.6267 2.2202 5.8986 1.11 0.36 0.30 0.12
H 11.7636 1.3886 5.1665 0.05 0.00 0.16 0.13
H 13.0131 0.3889 4.3104 -0.07 -0.46 0.48 0.13
H 10.5356 0.3069 3.3445 -0.22 0.58 0.28 0.13
H 11.9668 -0.0418 2.4113 -0.17 -0.66 -0.28 0.12
H 10.1497 0.2599 1.0527 -0.57 -0.08 -0.51 0.12
H 11.2281 1.5304 0.5485 0.43 0.26 0.31 0.13
H 7.9054 1.3695 0.6567 0.24 -0.41 0.35 0.08
H 8.9987 2.3653 -0.2772 0.06 0.19 -0.10 0.08
H 7.8674 3.0802 0.8996 0.47 0.17 0.29 0.08
C -6.6272 4.1098 7.2480 1.24 -0.20 0.36 -0.12
O -6.4472 3.9413 5.8657 -0.19 -1.63 0.12 -0.21
C -6.3820 5.1384 5.1518 0.01 0.04 1.01 -0.22
C -5.7108 4.8434 3.8152 -1.21 1.62 -0.40 -0.12
O -5.6253 6.1415 3.1364 -1.02 -0.75 1.27 -0.14
C -5.1696 6.1549 1.8300 1.68 1.30 -1.10 -0.20
C -4.8734 7.6570 1.3208 0.36 -0.60 1.99 -0.13
O -3.8015 8.3513 2.0780 -1.04 -0.10 -1.68 -0.20
C -3.5957 9.7185 1.6240 0.16 -0.87 0.77 -0.11
H -7.0779 5.0454 7.5793 -0.26 0.20 -0.43 0.08
H -5.6004 4.0938 7.6135 -0.01 0.11 0.84 0.09
H -7.1726 3.2881 7.7121 -0.06 -0.11 -0.39 0.09
H -5.8383 5.8726 5.7463 0.37 0.31 -0.23 0.12
H -7.4358 5.4119 5.2054 -0.05 1.02 -1.37 0.13
H -6.3905 4.1384 3.3366 0.08 0.04 -0.67 0.13
H -4.7441 4.3512 3.9218 0.19 0.27 0.16 0.13
H -5.8515 5.8170 1.0497 -0.66 -0.36 0.22 0.11
H -4.3239 5.4673 1.8210 0.57 0.29 -0.61 0.12
H -5.8289 8.1553 1.4840 -0.11 0.38 0.38 0.11
H -4.7555 7.7167 0.2389 0.66 -0.39 -0.06 0.11
H -2.8732 10.1725 2.3021 -0.23 -0.13 0.38 0.08
H -4.5294 10.2796 1.6641 -0.06 0.05 -0.13 0.08
H -3.1003 9.8324 0.6598 -0.39 -0.51 -0.44 0.08
C -3.4224 -0.6078 -8.3345 -1.82 -0.02 -0.85 -0.10
O -4.6400 -0.0465 -7.8531 -1.72 -0.03 0.79 -0.22
C -5.9317 -0.6099 -8.2422 0.41 1.68 -0.40 -0.15
C -6.4597 -0.1688 -9.6635 0.23 -0.14 0.02 -0.14
O -6.8270 1.2632 -9.8526 1.41 -2.04 0.26 -0.14
C -5.7561 1.9698 -10.5070 -0.84 0.33 0.45 -0.18
C -5.7102 1.7187 -12.0379 0.82 0.51 1.19 -0.20
O -4.9079 2.7550 -12.5562 -0.22 -0.41 -0.99 -0.19
C -4.8644 2.7165 -13.9848 0.88 2.11 0.59 -0.11
H -3.3007 -0.0873 -9.2845 1.20 0.00 -0.03 0.07
H -3.5513 -1.6597 -8.5892 0.13 -0.29 0.25 0.08
H -2.6589 -0.4804 -7.5670 0.02 0.19 -0.35 0.09
H -6.7271 -0.2176 -7.6086 0.53 0.62 0.61 0.11
H -5.9674 -1.6617 -7.9581 0.21 -0.43 -1.00 0.12
H -7.3453 -0.7677 -9.8759 -0.33 0.21 0.27 0.12
H -5.7750 -0.4890 -10.4488 0.33 0.31 -0.04 0.10
H -4.8260 1.8680 -9.9478 0.41 -0.92 -0.45 0.12
H -5.9152 3.0250 -10.2852 -0.63 0.19 -0.60 0.12
H -6.6983 1.7709 -12.4951 -0.27 -0.20 0.25 0.13
H -5.2100 0.7815 -12.2819 -0.29 -0.43 0.03 0.12
H -4.2163 1.9644 -14.4347 -0.35 -0.55 0.27 0.09
H -4.3729 3.6696 -14.1801 0.22 0.02 -0.41 0.08
H -5.8310 2.8506 -14.4704 -0.31 -0.69 0.18 0.09
C 6.6155 -5.5182 9.6061 -0.32 0.35 -0.67 -0.09
O 6.6226 -4.9104 8.2987 -0.15 -1.20 0.56 -0.18
C 6.7013 -3.5019 8.2701 0.58 -0.71 0.52 -0.22
C 6.3921 -2.9427 6.9135 -1.31 -0.16 -1.29 -0.19
O 5.6139 -3.9021 6.1757 0.63 1.35 -0.72 -0.13
C 5.2153 -3.5172 4.8400 -0.20 -1.31 0.62 -0.16
C 4.4622 -4.7270 4.2948 0.46 -0.90 -0.04 -0.20
O 5.1362 -5.9207 4.7241 -0.75 -0.35 -0.45 -0.19
C 4.6131 -7.1088 4.1104 -0.07 0.56 0.75 -0.10
H 6.7151 -6.6036 9.5904 0.26 -0.02 -0.96 0.08
H 5.6258 -5.4074 10.0489 0.05 0.63 0.42 0.08
H 7.4409 -5.1818 10.2335 -0.15 0.46 0.18 0.08
H 7.7622 -3.2729 8.3704 0.05 0.51 1.04 0.12
H 6.0496 -3.0275 9.0039 0.18 -0.13 0.40 0.13
H 7.3366 -2.6024 6.4890 0.08 -0.60 -0.95 0.12
H 5.8237 -2.0164 6.9979 -0.27 0.17 0.24 0.12
H 6.0400 -3.3268 4.1531 0.42 0.35 0.41 0.12
H 4.4815 -2.7113 4.8378 0.31 0.50 0.11 0.12
H 4.4432 -4.7604 3.2055 0.08 0.49 -0.28 0.12
H 3.4158 -4.6580 4.5922 -0.14 -0.50 0.45 0.12
H 4.8115 -7.1468 3.0393 0.10 0.03 -0.12 0.08
H 3.5411 -7.2122 4.2785 -0.30 0.29 -0.13 0.08
H 5.0305 -7.9784 4.6181 0.44 0.19 -0.11 0.08
C 6.5429 -3.2631 -2.8842 -0.24 0.55 -0.07 -0.02
C 7.4768 -3.9517 -3.8400 0.72 1.29 1.85 -0.35
C 8.5313 -4.8556 -3.1362 -0.91 1.64 -2.08 -0.06
O 8.4699 -5.9483 -4.0409 1.45 -1.48 0.54 0.07
C 7.3629 -5.9443 -4.7690 -2.00 -4.81 -2.05 -0.54
O 6.9455 -6.9197 -5.4456 1.83 3.73 2.19 0.09
O 6.6981 -4.8365 -4.5614 -1.39 -0.23 -1.19 0.10
H 6.1941 -3.9728 -2.1340 -0.21 -0.03 -0.14 0.09
H 5.7153 -2.9085 -3.4985 -0.24 0.07 0.36 0.09
H 6.9508 -2.4075 -2.3460 0.28 -0.03 -0.18 0.09
H 7.9420 -3.2727 -4.5547 0.14 0.20 0.10 0.16
H 8.2100 -5.0585 -2.1146 0.43 -0.50 -0.09 0.14
H 9.4937 -4.3655 -3.2831 0.13 -0.38 0.75 0.14
C -4.5129 -7.4866 3.1327 -0.40 -1.05 -0.85 -0.02
C -3.5656 -7.1888 1.9622 -1.21 1.34 0.51 -0.33
C -2.1210 -6.9956 2.3706 -1.31 0.78 2.09 -0.14
O -1.4278 -7.8716 1.5830 1.74 -0.43 -1.14 0.09
C -2.2344 -8.5924 0.7932 1.07 -2.15 -1.22 -0.51
O -1.8039 -9.4422 0.0213 -1.64 2.13 1.71 0.13
O -3.5208 -8.2801 1.0733 0.19 -0.93 -0.95 0.09
H -5.5404 -7.7138 2.8487 -0.15 0.66 -0.68 0.08
H -4.5832 -6.7227 3.9071 0.55 -0.18 0.02 0.09
H -4.2564 -8.4978 3.4486 0.62 0.22 0.91 0.09
H -3.8767 -6.3050 1.4052 -0.34 -0.06 -0.14 0.15
H -2.0532 -7.2948 3.4166 0.45 -0.07 0.16 0.13
H -1.8308 -5.9462 2.3175 0.44 -0.18 -0.45 0.15
C 0.8475 -4.5376 -4.0599 0.61 1.15 1.00 -0.04
C -0.4357 -5.1001 -3.5398 -0.07 1.23 0.61 -0.38
C -1.5767 -4.0902 -3.1271 1.35 -1.65 -0.94 -0.02
O -2.7570 -4.7649 -3.6965 0.60 0.63 0.29 0.05
C -2.4049 -5.7696 -4.5374 1.63 -0.14 0.39 -0.49
O -3.1466 -6.4886 -5.1354 0.76 0.87 0.43 0.16
O -0.9798 -5.8498 -4.5650 -3.18 -1.25 -0.90 0.05
H 0.7731 -3.7067 -4.7615 -0.42 -0.35 -0.45 0.09
H 1.5045 -5.3267 -4.4255 -0.08 0.12 -0.02 0.09
H 1.2997 -4.0533 -3.1945 0.54 -0.13 0.13 0.09
H -0.1838 -5.6829 -2.6538 -0.20 -0.60 -0.10 0.15
H -1.3181 -3.1329 -3.5798 -0.87 0.13 -0.16 0.12
H -1.5956 -4.0122 -2.0401 -0.65 0.04 -0.21 0.13
C -0.3606 2.4937 6.7640 -0.29 -0.88 1.28 -0.01
C 0.6151 1.5206 7.5785 -3.31 3.54 -0.48 -0.24
C 1.7506 1.1144 6.7845 1.66 -0.46 -2.24 -0.13
O 2.8237 1.4141 7.6194 3.27 -1.51 -0.25 0.10
C 2.4753 2.0733 8.6880 2.81 0.95 3.39 -0.62
O 3.1932 2.3670 9.6507 -1.30 -0.67 -2.52 0.10
O 1.2313 2.3909 8.5907 -3.26 -0.31 0.21 0.11
H -0.1007 3.5518 6.7322 1.05 -0.27 -0.19 0.08
H -1.2790 2.5755 7.3453 -0.36 -0.46 -0.22 0.07
H -0.5667 2.1124 5.7639 -0.03 -0.03 0.10 0.08
H -0.0028 0.7460 8.0325 0.42 -0.04 0.28 0.16
H 1.8961 1.7065 5.8809 -0.33 0.34 -0.05 0.14
H 1.8396 0.0976 6.4019 -0.33 -0.25 0.61 0.15
C -5.4916 -2.3281 5.4774 0.11 0.08 -0.48 0.00
C -5.9709 -1.8174 4.0660 3.69 0.91 3.73 -0.37
C -5.4486 -2.6046 2.9478 1.69 -0.15 -0.79 -0.12
O -6.5797 -3.2558 2.4947 -0.99 -1.87 -1.56 0.10
C -7.6752 -2.8101 3.0872 -3.67 -0.33 -0.78 -0.50
O -8.8408 -3.0718 2.7446 3.81 0.78 1.40 0.11
O -7.2958 -2.0039 4.1092 -4.16 0.05 -1.03 0.10
H -5.9469 -1.7313 6.2677 0.28 0.25 -0.07 0.08
H -4.4127 -2.4242 5.5990 0.08 0.56 -0.10 0.08
H -5.8561 -3.3376 5.6674 -0.29 -0.17 -0.43 0.08
H -5.6606 -0.7860 3.8983 -0.47 0.32 0.44 0.16
H -4.6677 -3.2799 3.2973 -0.10 -0.33 -0.36 0.14
H -5.0524 -1.9880 2.1410 0.12 -0.08 0.00 0.15
C -9.2706 4.2937 -6.0381 0.44 0.05 -0.92 -0.01
C -9.6214 5.3164 -4.9958 -1.79 -2.80 0.33 -0.39
C -8.8525 5.0741 -3.7565 1.27 0.92 2.99 -0.07
O -8.1048 6.3098 -3.5842 0.31 -1.13 0.83 0.09
C -8.3192 7.0808 -4.6078 2.86 4.33 -1.23 -0.56
O -7.6720 8.1281 -4.8085 -2.52 -3.07 0.33 0.10
O -9.2594 6.5720 -5.4143 0.08 1.75 -0.96 0.11
H -9.2310 3.2342 -5.7849 -0.22 0.18 0.74 0.09
H -8.2453 4.5940 -6.2540 0.11 -0.35 -0.79 0.10
H -9.9242 4.3455 -6.9089 0.27 0.33 -0.14 0.09
H -10.6788 5.2709 -4.7350 -0.21 0.36 -0.28 0.16
H -8.1231 4.2675 -3.6832 -0.13 -0.13 -0.65 0.14
H -9.4235 5.0478 -2.8284 -0.46 -0.42 -0.26 0.14
C 0.0735 2.7645 -5.0271 1.88 -1.84 1.16 -0.04
C -0.4824 4.0204 -5.4574 0.51 1.07 0.27 -0.36
C -1.9301 4.0930 -5.8370 1.78 -2.44 -1.68 -0.12
O -2.3313 5.3021 -5.3543 -3.32 0.69 -1.99 0.13
C -1.4462 5.7909 -4.5531 -0.31 2.71 2.39 -0.65
O -1.5336 6.8600 -4.0184 0.13 -0.16 -0.21 0.16
O -0.5338 4.9030 -4.3319 3.20 -0.84 0.73 0.13
H 0.3043 2.0575 -5.8239 -1.09 -0.34 -0.09 0.10
H -0.3943 2.3994 -4.1128 -0.39 -0.59 -0.41 0.10
H 1.1103 2.9023 -4.7199 0.15 0.59 0.33 0.10
H 0.2213 4.3854 -6.2056 -0.28 0.80 -0.23 0.16
H -2.3549 3.2015 -5.3756 -1.00 0.33 -0.13 0.15
H -1.8607 4.0514 -6.9240 -1.27 -0.01 -0.10 0.15